[1]
A 12-piece molecular cluster, C3H29NO13S overall, computed with ωB97M-V/def2-TZVPD.

Properties
Energy, eV: -42525.376
Frontier orbital gap, eV: 8.9
2S+1: 1
HOMO level, eV: -8.92
Maximum force, eV Å⁻¹: 3.2
Structure (SMILES): O=C(O)NCCS.O.O.O.O.O.O.O.O.O.O.O

Geometry as XYZ:
```
47
Properties=species:S:1:pos:R:3:forces:R:3
O -0.25943 1.60927 -0.16876 0.6357 -0.7542 -0.4834
C -1.15779 0.78815 -0.10820 -0.4855 0.0017 0.5969
O -1.82053 0.60604 1.06047 -0.2992 -0.3615 0.0387
N -1.64879 0.01699 -1.09951 -0.4866 0.7075 -0.3538
C -1.15084 0.18515 -2.46209 1.7130 -2.5114 0.9948
C 0.03288 -0.82152 -2.63766 0.6407 0.0044 0.0659
S 0.84036 -0.53939 -4.24081 0.6402 0.2404 -0.0353
H -1.40317 1.15300 1.73374 0.0287 0.1909 -0.1204
H -2.36904 -0.69310 -0.91463 0.6308 0.4763 0.4698
H -1.93637 -0.17075 -3.13614 0.0724 1.1941 -0.2374
H -0.59831 1.12638 -2.52206 -1.1471 0.3262 -0.5916
H 0.74546 -0.68226 -1.81631 0.0295 0.2661 -0.3823
H -0.12727 -1.89740 -2.62203 -0.9967 0.0849 0.2322
H 2.11303 -0.43826 -3.78363 -0.4246 -0.0146 -0.0626
O 2.95394 -2.08389 1.88390 0.3851 -0.1934 -0.2465
H 2.51022 -1.94580 2.74414 -0.2512 0.0013 -0.1545
H 2.96225 -1.25475 1.39962 0.0835 0.4012 0.4882
O 2.43272 0.86718 0.34006 -1.5899 -0.1449 0.0889
H 1.59600 0.42648 0.06511 0.6156 0.1085 0.2362
H 2.06275 1.75795 0.25937 0.6150 0.3565 0.2136
O 0.70951 1.00785 3.70204 -0.3309 -0.3595 -0.0875
H 0.37995 1.61233 3.02941 0.3318 0.1556 0.1412
H 1.35618 1.50209 4.20952 0.0829 0.1862 -0.0333
O -3.01005 -1.75885 0.50128 -0.0387 -0.6586 0.9495
H -2.28736 -2.18362 0.99978 0.1684 -0.0398 -0.5822
H -3.36307 -1.23174 1.22872 -0.3031 0.2857 -0.3313
O -4.25342 2.24899 -0.74906 0.1965 -0.2612 -0.0650
H -4.67254 1.68054 -0.09298 -0.0321 0.1048 0.0281
H -3.64566 1.65095 -1.21044 -0.1067 0.1229 0.0150
O 3.21011 -0.91639 -1.42154 0.2911 -0.1920 0.4045
H 3.04825 -0.56986 -0.52026 0.2837 0.0900 -1.0600
H 4.15993 -1.06607 -1.42151 0.0776 -0.0242 -0.1865
O 1.17116 -2.24875 3.99500 0.6346 0.1634 0.9918
H 0.59795 -2.87295 3.54678 -0.1499 0.1810 -0.3193
H 0.63849 -1.46727 4.17847 -0.0257 0.0137 -0.1524
O -1.86898 3.57782 0.17418 -0.4380 0.1548 0.0065
H -1.80287 4.53228 0.09220 -0.3000 0.0301 0.0364
H -2.77398 3.32274 -0.07493 0.0463 0.2278 -0.0077
O 0.50946 4.01917 1.51340 0.3528 -0.1763 0.2509
H 0.09895 3.18652 1.24530 -0.1847 0.1241 -0.3137
H 0.44376 4.54753 0.71436 0.0746 0.0419 -0.0226
O -0.00380 -2.46962 1.71590 -0.8565 -0.2341 -1.2275
H -0.03512 -3.17636 1.04757 -0.0137 -0.1613 0.3403
H 0.53791 -1.86961 1.18098 -0.0073 0.1870 0.5920
O 1.60638 -3.02439 -0.28109 0.3779 -0.5021 0.1896
H 2.26636 -2.91691 0.44630 -0.4484 -0.0750 -0.2058
H 2.05437 -3.57225 -0.93460 -0.0919 0.2353 -0.1085
```
Positions in Å, forces in eV/Å.

Atomic charges from the natural (NBO) analysis, expressed in e, are listed below: atom 1 (O): -0.71, atom 2 (C): 0.89, atom 3 (O): -0.70, atom 4 (N): -0.66, atom 5 (C): -0.25, atom 6 (C): -0.53, atom 7 (S): -0.09, atom 8 (H): 0.50, atom 9 (H): 0.45, atom 10 (H): 0.22, atom 11 (H): 0.25, atom 12 (H): 0.23, atom 13 (H): 0.22, atom 14 (H): 0.16, atom 15 (O): -0.99, atom 16 (H): 0.52, atom 17 (H): 0.47, atom 18 (O): -0.97, atom 19 (H): 0.47, atom 20 (H): 0.50, atom 21 (O): -0.95, atom 22 (H): 0.47, atom 23 (H): 0.48, atom 24 (O): -0.95, atom 25 (H): 0.50, atom 26 (H): 0.48, atom 27 (O): -0.95, atom 28 (H): 0.48, atom 29 (H): 0.48, atom 30 (O): -0.96, atom 31 (H): 0.48, atom 32 (H): 0.47, atom 33 (O): -0.97, atom 34 (H): 0.50, atom 35 (H): 0.49, atom 36 (O): -0.98, atom 37 (H): 0.47, atom 38 (H): 0.50, atom 39 (O): -0.96, atom 40 (H): 0.49, atom 41 (H): 0.47, atom 42 (O): -0.98, atom 43 (H): 0.49, atom 44 (H): 0.48, atom 45 (O): -1.01, atom 46 (H): 0.51, atom 47 (H): 0.48


[2]
One molecule with the formula C5H11NO3, computed with ωB97M-V/def2-TZVPD.

Properties
Energy, eV: -12991.272
Frontier orbital gap (alpha / beta), eV: 8.8 / 8.8
2S+1: 1
HOMO level (alpha / beta), eV: -8.48 / -8.48
Maximum force, eV Å⁻¹: 1.3

Geometry as XYZ:
```
20
Properties=species:S:1:pos:R:3:forces:R:3
C 0.69289 0.22594 1.21898 0.0659 1.1499 -0.4957
C -0.70586 2.10816 0.88821 -0.1117 0.5601 0.4922
C 1.65612 -0.86432 0.92529 -0.2329 -0.4346 -0.1409
C 0.15219 -0.25076 -1.98505 0.2235 -0.2633 0.0188
N -0.01233 0.92850 0.39885 0.2560 -0.8244 0.4461
C -0.83726 0.19014 -0.93435 -0.3114 -0.8808 -0.0086
O -1.07810 -1.17211 0.16696 0.1835 0.7110 -0.1934
O -1.02768 -2.48387 -0.39485 -0.2347 0.1442 -0.2506
O -1.84295 0.80727 -1.17839 0.1700 -0.2120 0.2752
H -1.94335 -2.79311 -0.28747 0.2767 0.2613 -0.1350
H 0.71350 0.57043 2.25382 -0.0384 0.0697 0.0509
H -1.46775 1.85825 1.62927 0.1393 -0.1073 0.0464
H 0.02511 2.79842 1.31191 -0.0372 -0.1235 0.1544
H -1.23217 2.65346 0.10905 0.1550 -0.4333 -0.3626
H 1.82329 -1.07016 -0.12442 -0.1476 0.1783 -0.1319
H 2.61856 -0.63887 1.39714 -0.1826 0.1056 0.0380
H 1.28238 -1.79107 1.36191 -0.0260 -0.0129 0.1206
H -0.27483 -0.04579 -2.96588 -0.0281 0.0015 0.0922
H 1.09442 0.28409 -1.89053 -0.0170 0.1532 0.0071
H 0.36382 -1.31458 -1.90046 -0.1025 -0.0428 -0.0232
```
Positions in Å, forces in eV/Å.

Atomic charges from the natural (NBO) analysis, expressed in e, are listed below: atom 1 (C): 0.30, atom 2 (C): -0.44, atom 3 (C): -0.68, atom 4 (C): -0.72, atom 5 (N): -0.36, atom 6 (C): 0.76, atom 7 (O): -0.46, atom 8 (O): -0.49, atom 9 (O): -0.65, atom 10 (H): 0.46, atom 11 (H): 0.18, atom 12 (H): 0.22, atom 13 (H): 0.20, atom 14 (H): 0.25, atom 15 (H): 0.24, atom 16 (H): 0.23, atom 17 (H): 0.27, atom 18 (H): 0.24, atom 19 (H): 0.22, atom 20 (H): 0.25


[3]
A 4-piece molecular cluster, C2H14N2O3 overall, computed with ωB97M-V/def2-TZVPD.

Properties
Energy, eV: -11423.132
Frontier orbital gap, eV: 9.3
2S+1: 1
HOMO level, eV: -8.69
Maximum force, eV Å⁻¹: 1.7
Structure (SMILES): NCCN.O.O.O

Geometry as XYZ:
```
21
Properties=species:S:1:pos:R:3:forces:R:3
N 1.27889 -1.35282 0.48053 -0.1822 -0.2701 -0.4442
C 0.39887 -0.73988 -0.54395 1.0842 0.8543 0.5977
C -0.71243 -0.01492 0.19026 -1.3500 -0.8609 -0.6118
N -1.71444 -1.01968 0.57821 0.2986 0.3873 -0.3977
H 1.89326 -0.63188 0.82127 0.1171 0.2024 0.3375
H 1.89990 -2.03350 0.06119 -0.0900 -0.1249 -0.0848
H 0.03832 -1.48762 -1.22890 -0.4543 -0.3516 -0.0700
H 0.97426 -0.03159 -1.15012 -0.1080 0.1319 -0.1033
H -0.31420 0.60579 1.00060 0.1452 -0.1773 0.1308
H -1.29575 0.62682 -0.47290 0.4996 0.4188 -0.2541
H -1.31390 -1.90898 0.82596 -0.0225 0.1013 0.5557
H -2.42604 -0.66566 1.19190 0.0427 -0.2894 0.3264
O 0.99186 1.67186 5.05576 -0.8614 0.0338 0.4435
H 0.11856 1.37298 4.76769 0.2790 -0.1789 -0.5104
H 0.73379 1.98162 5.93484 0.5845 0.1399 0.0553
O -0.78027 -2.62536 -3.92190 -0.7165 -0.0155 0.9195
H -1.02311 -1.91227 -4.51126 0.3319 -0.0280 -0.3384
H -0.01491 -3.09460 -4.23099 0.4070 0.0497 -0.5603
O 0.30058 3.75617 -1.97464 -0.0736 0.0367 -0.3456
H 0.04484 3.13120 -1.29381 0.0713 0.0122 0.1865
H 0.92192 4.37233 -1.57974 -0.0026 -0.0717 0.1676
```
Positions in Å, forces in eV/Å.

Atomic charges from the natural (NBO) analysis, expressed in e, are listed below: atom 1 (N): -0.84, atom 2 (C): -0.24, atom 3 (C): -0.22, atom 4 (N): -0.86, atom 5 (H): 0.35, atom 6 (H): 0.35, atom 7 (H): 0.21, atom 8 (H): 0.17, atom 9 (H): 0.16, atom 10 (H): 0.18, atom 11 (H): 0.37, atom 12 (H): 0.36, atom 13 (O): -0.93, atom 14 (H): 0.46, atom 15 (H): 0.46, atom 16 (O): -0.95, atom 17 (H): 0.48, atom 18 (H): 0.47, atom 19 (O): -0.94, atom 20 (H): 0.47, atom 21 (H): 0.47


[4]
C23H52FN2O9PSi2 as an isolated structure, computed with ωB97M-V/def2-TZVPD.

Properties
Energy, eV: -73853.682
Frontier orbital gap, eV: 8.2
2S+1: 1
HOMO level, eV: -8.44
Maximum force, eV Å⁻¹: 3.6

Geometry as XYZ:
```
90
Properties=species:S:1:pos:R:3:forces:R:3
C 6.96725 3.10192 3.14946 -0.4958 0.8443 -0.4540
C 6.82475 3.40275 1.51762 1.1930 0.3007 1.1254
O 5.73660 4.36773 1.29438 0.2765 -1.8937 -1.7110
C 5.11899 4.21872 -0.03296 -1.0112 0.3361 -0.6292
C 3.50946 4.65578 0.09644 1.8988 0.1572 -0.1275
O 2.74274 3.48890 -0.36514 -0.3835 1.4436 2.1561
C 1.55575 3.23065 0.46362 -1.0354 -0.2053 -0.6089
Si 1.38870 1.29237 0.79596 0.2484 2.2068 -2.7739
C 3.21493 0.74097 1.12899 1.6616 -0.4766 -0.3468
O 3.47939 1.04157 2.56661 -0.4417 -0.5349 -0.9310
N 3.75381 2.37550 2.70807 -0.7483 1.0611 3.3844
O 3.59272 2.71573 3.87002 0.7181 -1.0158 -3.4287
O 0.65888 0.67273 -0.65123 0.8393 -1.7049 2.4951
Si 0.30926 -1.01817 -0.68166 -1.7357 -0.0963 -0.6995
C -1.56426 -1.47802 -0.30679 -1.0808 0.4329 -1.4845
O -2.18740 -0.60749 0.69726 -0.4832 0.5620 -0.9495
C -3.24414 0.24447 0.13219 -1.5776 0.8371 0.2731
C -3.88856 1.29709 1.25759 1.4023 0.4066 0.4031
C 1.40962 -2.19324 0.34384 1.9528 -1.8417 0.5981
C 2.77716 -2.68567 -0.48498 0.0524 0.5495 1.4316
F 0.61424 -3.45246 0.58923 1.3256 2.3795 -0.3569
P 0.10444 1.21168 2.61210 -0.4121 -1.6632 2.1366
N 0.37148 -0.06791 3.55699 0.6529 -0.0461 -1.3503
H 8.10111 3.21222 3.44817 -2.3829 -0.5090 -0.4790
H 6.33665 3.92164 3.74398 1.4442 -1.7851 -1.3825
H 6.50762 2.05388 3.40354 1.1576 2.0211 -0.3915
H 7.82572 3.91931 1.15550 -1.9260 -1.2223 0.5681
H 6.69172 2.37586 0.97182 -0.0253 2.0283 0.7420
H 5.60656 4.90866 -0.86366 -0.6184 -1.3515 1.8477
H 5.17035 3.09830 -0.41678 -0.1490 2.2722 0.8562
H 3.35712 4.94058 1.22096 0.0217 -0.7573 -2.0758
H 3.30998 5.60465 -0.57220 0.1856 -1.9425 1.2057
H 0.61129 3.52957 -0.19319 1.6728 -0.3338 1.6495
H 1.55199 3.75377 1.50956 0.1287 -0.5248 -2.0816
H 4.00958 1.38792 0.52482 -1.9715 -1.3896 0.9345
H 3.43054 -0.39289 0.96276 -0.2120 2.1437 0.4860
H 0.48184 -1.44886 -2.09652 0.2016 0.1482 0.1775
H -2.12743 -1.26850 -1.33838 1.1880 -0.6615 1.9616
H -1.71393 -2.61569 -0.08330 0.2806 2.1269 -0.1900
H -4.14261 -0.45278 -0.18432 1.8830 1.3362 0.2209
H -2.86675 0.94341 -0.75389 -0.6884 -1.8308 1.6529
H -3.32339 2.34419 1.17144 -1.2507 -2.2217 0.1001
H -3.67330 0.92929 2.36780 -0.7152 0.5126 -2.4284
H -5.02784 1.50555 1.09381 2.2412 -0.6602 0.2506
H 1.77648 -1.80959 1.38198 -0.9558 -0.8617 -1.7046
H 2.59187 -3.70990 -1.02089 0.2806 2.2256 0.8870
H 3.13040 -1.81734 -1.18688 -0.7295 -1.8443 1.0176
H 3.62197 -2.81488 0.33643 -1.6596 0.0154 -1.8564
H 0.39939 2.41404 3.36568 -0.4230 -0.1794 -0.7939
H -1.29117 1.26369 2.26713 0.7187 0.6407 -0.1108
H 1.09421 -0.65770 3.09335 -0.6697 0.4442 0.7553
C -2.36982 2.58710 -4.84327 -0.0241 -0.5071 -0.4387
C -2.93219 3.97520 -4.67698 0.1648 0.6151 -0.1337
C -3.79508 3.82179 -3.44348 -0.3872 -0.0254 0.2742
O -3.18415 2.80956 -2.63152 0.1008 0.0485 -0.3033
C -2.17389 2.15080 -3.40782 0.2338 -0.0492 0.3913
H -1.44745 2.55376 -5.42859 -0.0965 -0.0234 0.0903
H -3.11028 1.94277 -5.33204 0.1182 0.0385 0.0318
H -2.11905 4.68333 -4.47837 -0.1119 -0.0336 -0.0442
H -3.49048 4.33075 -5.54670 0.0451 -0.0266 0.1250
H -4.80232 3.47910 -3.70309 -0.0258 0.0964 -0.0326
H -3.87899 4.75091 -2.87238 0.0038 -0.1584 0.0460
H -1.19810 2.47026 -3.02597 0.0654 -0.0994 -0.0480
H -2.26017 1.06795 -3.28259 -0.0425 0.0766 0.0948
C -2.56072 -2.99402 3.43392 0.4890 0.2740 -0.4594
C -2.90422 -2.88577 4.89715 0.1034 -0.3345 0.5556
C -4.15596 -2.03615 4.86673 -0.2584 0.3174 -0.0052
O -4.82189 -2.32045 3.62865 0.2778 -0.0668 0.0835
C -3.92889 -3.06889 2.79221 -0.3159 -0.1891 -0.1712
H -1.92935 -3.85298 3.19304 -0.0737 0.0802 -0.0030
H -2.04327 -2.08463 3.10590 -0.0073 -0.1229 -0.0025
H -3.13680 -3.87945 5.29789 0.0120 0.0995 0.0282
H -2.10734 -2.44984 5.50498 -0.0999 -0.0145 -0.0899
H -3.91210 -0.96854 4.87751 0.0469 0.0089 0.1070
H -4.82760 -2.24913 5.70339 -0.0463 0.0415 -0.1409
H -4.29320 -4.10131 2.75450 0.0326 -0.0504 -0.0778
H -3.94060 -2.65745 1.77916 -0.0745 0.0507 0.0925
C -0.62178 -6.09558 -3.40238 -0.1102 -0.6267 0.1540
C -0.71556 -5.19423 -4.60633 0.3775 0.2125 -0.4877
C -1.81322 -4.23542 -4.19955 -0.4062 0.2104 0.0543
O -1.75023 -4.11224 -2.77197 0.1709 -0.1928 -0.2025
C -0.87831 -5.13182 -2.26457 0.0971 0.2632 0.3561
H 0.33671 -6.61334 -3.31453 -0.1150 0.0582 0.0244
H -1.41717 -6.84941 -3.44024 0.1201 0.0454 0.0300
H 0.22711 -4.64960 -4.73607 -0.0995 -0.0472 -0.0405
H -0.93511 -5.72424 -5.53660 0.0092 0.0898 0.0967
H -2.80162 -4.63016 -4.45760 0.0117 0.0247 -0.1047
H -1.70028 -3.24944 -4.65949 -0.0541 -0.0339 0.1354
H 0.04850 -4.64695 -1.93904 0.0279 -0.0902 0.0889
H -1.34099 -5.61616 -1.40026 -0.0028 0.1623 -0.0445
```
Positions in Å, forces in eV/Å.

Atomic charges from the Mulliken analysis, expressed in e, are listed below: atom 1 (C): -0.82, atom 2 (C): -0.20, atom 3 (O): -0.36, atom 4 (C): -0.25, atom 5 (C): -0.42, atom 6 (O): -0.31, atom 7 (C): -0.62, atom 8 (Si): 0.44, atom 9 (C): 0.41, atom 10 (O): -0.30, atom 11 (N): 0.45, atom 12 (O): -0.47, atom 13 (O): -0.60, atom 14 (Si): 0.18, atom 15 (C): -0.57, atom 16 (O): -0.12, atom 17 (C): 0.16, atom 18 (C): -0.99, atom 19 (C): 0.71, atom 20 (C): -1.16, atom 21 (F): -0.35, atom 22 (P): 0.57, atom 23 (N): -0.77, atom 24 (H): 0.30, atom 25 (H): 0.21, atom 26 (H): 0.17, atom 27 (H): 0.32, atom 28 (H): 0.21, atom 29 (H): 0.28, atom 30 (H): 0.18, atom 31 (H): 0.21, atom 32 (H): 0.27, atom 33 (H): 0.25, atom 34 (H): 0.38, atom 35 (H): 0.00, atom 36 (H): 0.04, atom 37 (H): -0.26, atom 38 (H): 0.25, atom 39 (H): 0.19, atom 40 (H): 0.38, atom 41 (H): -0.15, atom 42 (H): 0.26, atom 43 (H): 0.19, atom 44 (H): 0.32, atom 45 (H): 0.07, atom 46 (H): 0.30, atom 47 (H): 0.31, atom 48 (H): 0.30, atom 49 (H): 0.08, atom 50 (H): -0.08, atom 51 (H): 0.28, atom 52 (C): -0.59, atom 53 (C): -0.57, atom 54 (C): -0.51, atom 55 (O): -0.37, atom 56 (C): 0.03, atom 57 (H): 0.36, atom 58 (H): 0.28, atom 59 (H): 0.25, atom 60 (H): 0.34, atom 61 (H): 0.28, atom 62 (H): 0.28, atom 63 (H): 0.09, atom 64 (H): 0.09, atom 65 (C): 0.20, atom 66 (C): -0.59, atom 67 (C): -0.42, atom 68 (O): -0.43, atom 69 (C): -0.28, atom 70 (H): 0.39, atom 71 (H): -0.29, atom 72 (H): 0.27, atom 73 (H): 0.34, atom 74 (H): 0.22, atom 75 (H): 0.29, atom 76 (H): 0.31, atom 77 (H): 0.08, atom 78 (C): -0.57, atom 79 (C): -0.51, atom 80 (C): -0.43, atom 81 (O): -0.34, atom 82 (C): 0.05, atom 83 (H): 0.33, atom 84 (H): 0.26, atom 85 (H): 0.25, atom 86 (H): 0.34, atom 87 (H): 0.27, atom 88 (H): 0.24, atom 89 (H): -0.16, atom 90 (H): 0.31